Here is 8 unconnected molecules or ions with the total composition C37H93F3N6O16 in a non-equilibrium geometry from the Open Molecules 2025 dataset. Energies are from the ωB97M-V functional and the def2-TZVPD basis.

Last column: Mulliken charge in e.
Atoms and positions in Å:
N  15.350  -17.662  -7.668  0.5575
O  15.468  -17.175  -8.827  -0.9976
O  14.369  -18.405  -7.431  -0.6660
O  16.291  -17.732  -6.847  0.0536
C  17.415  -21.834  -10.182  1.2667
O  15.998  -21.569  -10.374  -0.4792
O  17.470  -23.110  -9.738  -1.0265
C  18.160  -21.265  -11.369  0.4025
F  17.679  -21.681  -12.570  -0.3326
F  18.040  -19.916  -11.390  -0.0665
F  19.469  -21.560  -11.404  -0.3069
C  15.641  -20.212  -10.364  0.5096
C  14.175  -20.108  -9.982  -1.5268
H  13.625  -20.696  -10.717  0.5014
H  14.059  -20.513  -8.978  0.1964
H  13.837  -19.073  -9.990  0.2318
H  15.739  -19.802  -11.378  0.4848
H  16.220  -19.586  -9.674  -0.3068
H  17.721  -21.278  -9.274  -0.5875
C  18.015  -14.688  -5.751  -0.1988
C  17.467  -13.441  -5.064  0.0726
C  16.453  -12.756  -5.986  -0.6249
O  16.891  -13.670  -3.836  -1.0039
H  18.589  -15.381  -5.125  0.3432
H  18.814  -14.391  -6.451  0.0319
H  17.340  -15.334  -6.323  -0.2262
H  18.299  -12.712  -5.074  0.3098
H  15.657  -13.392  -6.424  -0.3349
H  16.951  -12.521  -6.942  0.3577
H  15.863  -11.928  -5.597  0.3838
C  24.697  -21.504  -7.743  -0.8508
O  23.932  -20.327  -7.581  -0.2455
C  24.219  -19.312  -8.502  -0.7302
C  23.120  -18.269  -8.485  -0.3252
N  23.336  -17.224  -7.409  -0.2106
H  23.161  -17.706  -6.520  0.4101
H  24.346  -17.080  -7.310  0.4515
C  22.609  -15.905  -7.415  -0.9590
C  21.138  -16.119  -7.093  -0.0438
O  20.609  -17.071  -7.964  -0.0620
C  19.198  -17.312  -7.811  -0.4152
H  24.463  -21.876  -8.751  0.3592
H  24.396  -22.301  -7.069  0.2733
H  25.775  -21.328  -7.700  0.3235
H  24.367  -19.661  -9.528  0.4739
H  25.177  -18.870  -8.193  0.3408
H  22.153  -18.722  -8.288  0.2173
H  23.046  -17.733  -9.428  0.3743
H  22.840  -15.296  -8.284  0.3553
H  23.082  -15.411  -6.563  0.4146
H  20.557  -15.192  -7.100  0.1050
H  21.050  -16.448  -6.046  0.3269
H  18.906  -17.426  -6.772  0.5556
H  18.933  -18.135  -8.473  0.0478
H  18.686  -16.499  -8.336  -0.2277
C  16.587  -18.586  -3.788  -0.5576
O  16.110  -18.181  -2.507  -0.4873
C  14.971  -18.893  -2.118  0.2976
C  14.696  -18.656  -0.658  -1.0040
N  15.819  -19.250  0.176  -0.1770
H  15.731  -20.262  0.064  0.4124
H  16.724  -18.947  -0.204  0.4454
C  15.861  -18.912  1.655  -0.7517
C  17.074  -19.560  2.268  -0.5363
O  18.222  -19.153  1.548  -0.3206
C  19.354  -19.886  2.016  -0.7459
H  15.759  -18.781  -4.477  0.1077
H  17.154  -19.509  -3.626  0.3886
H  17.206  -17.854  -4.298  0.1561
H  15.120  -19.985  -2.198  0.3551
H  14.147  -18.615  -2.782  0.0126
H  13.824  -19.179  -0.270  0.3970
H  14.768  -17.612  -0.351  0.3848
H  14.923  -19.214  2.118  0.3848
H  15.875  -17.822  1.638  0.4103
H  16.943  -20.645  2.233  0.4223
H  17.115  -19.180  3.293  0.4320
H  20.146  -19.758  1.284  0.2521
H  19.176  -20.961  2.121  0.3393
H  19.624  -19.518  3.009  0.2973
C  12.005  -11.474  -2.414  -0.8092
O  12.812  -12.534  -2.926  -0.3548
C  12.716  -12.558  -4.322  -0.8211
C  12.990  -13.972  -4.832  -0.4988
N  14.139  -14.597  -4.081  0.1118
H  15.034  -14.056  -4.039  0.2907
H  13.855  -14.539  -3.099  0.5510
C  14.477  -15.998  -4.568  -0.4370
C  13.224  -16.849  -4.846  -1.1732
O  12.520  -16.825  -3.606  -0.3532
C  11.258  -17.477  -3.668  -0.9283
H  12.256  -10.572  -2.982  0.3213
H  12.220  -11.185  -1.388  0.2541
H  10.949  -11.725  -2.523  0.3319
H  13.419  -11.878  -4.817  0.3215
H  11.713  -12.295  -4.670  0.5294
H  13.301  -14.107  -5.864  0.3568
H  12.122  -14.555  -4.530  0.4167
H  15.172  -16.340  -3.807  0.4594
H  15.017  -15.783  -5.488  -0.0854
H  13.575  -17.876  -4.969  0.5772
H  12.669  -16.463  -5.698  0.7827
H  11.423  -18.560  -3.618  0.3195
H  10.720  -17.273  -4.597  0.3521
H  10.706  -17.142  -2.793  0.2682
C  18.997  -16.583  -11.302  -0.4578
O  17.901  -15.716  -11.050  -0.1608
C  16.722  -16.026  -11.747  -0.3066
C  15.735  -14.883  -11.630  -0.6541
N  15.374  -14.541  -10.205  0.5973
H  14.370  -14.393  -10.179  0.4867
H  15.547  -15.433  -9.730  -0.3097
C  16.216  -13.615  -9.370  0.5757
C  16.849  -12.503  -10.161  -1.0510
O  15.894  -11.906  -11.002  -0.3877
C  16.372  -10.870  -11.826  -0.8151
H  19.845  -16.135  -10.785  0.1115
H  19.212  -16.714  -12.363  0.4253
H  18.782  -17.527  -10.790  0.0079
H  16.272  -16.891  -11.236  0.1007
H  16.868  -16.304  -12.793  0.5376
H  14.808  -15.084  -12.162  0.5153
H  16.142  -13.976  -12.076  0.1734
H  16.951  -14.246  -8.874  -0.3174
H  15.590  -13.223  -8.572  0.5179
H  17.671  -12.912  -10.761  0.3383
H  17.247  -11.735  -9.491  0.5972
H  16.797  -10.105  -11.161  0.3392
H  15.585  -10.248  -12.255  0.2862
H  17.066  -11.144  -12.619  0.3116
C  20.633  -22.180  -7.689  -0.4602
O  20.027  -23.373  -7.272  -0.3232
C  19.720  -24.315  -8.323  -0.2317
C  18.773  -25.331  -7.754  -0.9067
N  17.468  -24.614  -7.423  0.3661
H  17.447  -23.725  -7.964  -0.1125
H  16.714  -25.230  -7.715  0.4011
C  17.429  -24.172  -5.989  -0.5145
C  16.535  -22.961  -5.922  -0.5893
O  17.050  -22.043  -6.867  -0.0143
C  16.234  -20.904  -7.095  -0.1050
H  20.900  -21.543  -6.842  0.2831
H  19.947  -21.568  -8.275  0.0463
H  21.587  -22.375  -8.188  0.2992
H  20.733  -24.733  -8.446  0.4828
H  19.481  -23.848  -9.280  0.2280
H  19.211  -25.784  -6.868  0.3491
H  18.460  -26.099  -8.457  0.4233
H  18.454  -23.879  -5.773  0.2572
H  17.173  -24.980  -5.306  0.4740
H  16.569  -22.436  -4.957  0.2535
H  15.472  -23.158  -6.108  0.4164
H  16.706  -20.224  -7.798  -0.6231
H  16.063  -20.285  -6.210  0.0941
H  15.288  -21.231  -7.530  0.3688

HOMO = -10.0 eV
Total charge = +2
LUMO energy = -0.1444 hartree
Maximum force = 4.4 eV Å⁻¹
HOMO-LUMO gap = 6.07 eV